{
  "formula": "C55H116BCsN4O17",
  "method": "the ωB97M-V functional and the def2-TZVPD basis",
  "e_homo_ev": -7.8,
  "elements": ["Cs", "O", "C", "O", "B", "O", "C", "O", "O", "C", "O", "C", "O", "O", "C", "C", "C", "O", "H", "H", "H", "H", "H", "H", "H", "H", "C", "C", "C", "O", "H", "H", "H", "H", "H", "H", "H", "H", "C", "C", "C", "O", "H", "H", "H", "H", "H", "H", "H", "H", "C", "C", "C", "O", "H", "H", "H", "H", "H", "H", "H", "H", "C", "C", "C", "O", "H", "H", "H", "H", "H", "H", "H", "H", "C", "C", "C", "C", "C", "C", "N", "O", "C", "C", "C", "H", "H", "H", "H", "H", "H", "H", "H", "H", "H", "H", "H", "H", "H", "H", "H", "H", "H", "H", "C", "C", "C", "C", "C", "C", "N", "O", "C", "C", "C", "H", "H", "H", "H", "H", "H", "H", "H", "H", "H", "H", "H", "H", "H", "H", "H", "H", "H", "H", "C", "C", "C", "C", "C", "C", "N", "O", "C", "C", "C", "H", "H", "H", "H", "H", "H", "H", "H", "H", "H", "H", "H", "H", "H", "H", "H", "H", "H", "H", "C", "C", "C", "C", "C", "C", "N", "O", "C", "C", "C", "H", "H", "H", "H", "H", "H", "H", "H", "H", "H", "H", "H", "H", "H", "H", "H", "H", "H", "H"],
  "coordinates": [[8.4383, -2.3282, 16.4959], [5.6332, -0.4217, 9.7988], [6.3061, -0.8978, 8.8472], [5.8435, -1.1745, 7.6415], [6.9255, -1.8846, 6.8683], [8.0264, -2.0542, 7.8472], [7.7644, -1.3509, 8.8731], [8.5620, -1.3307, 9.8653], [7.2882, -1.2304, 5.5892], [6.7600, -1.9517, 4.6152], [6.5359, -1.4768, 3.5223], [6.3706, -3.3158, 5.1660], [6.4834, -3.2367, 6.4827], [6.0160, -4.3283, 4.5262], [8.5030, 5.2503, 0.9329], [7.6995, 4.5720, -0.1949], [8.4795, 3.5417, -0.9867], [6.5587, 3.9144, 0.3056], [9.5441, 5.4330, 0.6667], [8.5477, 4.7684, 1.9095], [8.2866, 6.3137, 1.0350], [7.4470, 5.2052, -1.0454], [7.9254, 2.8647, -1.6369], [9.0180, 2.9372, -0.2567], [9.1921, 4.0752, -1.6157], [6.9009, 3.0742, 0.6193], [0.4775, -12.2245, 1.3404], [-0.3251, -11.7064, 2.5044], [-0.3552, -10.2429, 2.9331], [-1.6345, -12.0896, 2.2248], [0.4750, -13.2863, 1.0942], [1.5226, -11.9394, 1.4611], [0.1992, -11.7175, 0.4164], [-0.0359, -12.3130, 3.3626], [0.6769, -9.9040, 3.0220], [-0.9415, -10.0195, 3.8244], [-0.8374, -9.6092, 2.1888], [-1.9678, -11.6358, 1.4472], [6.0334, 7.5277, 9.2861], [6.1130, 6.7242, 7.9798], [4.7542, 6.1350, 7.4712], [6.6168, 7.6651, 7.0697], [5.1969, 8.2192, 9.1851], [6.9318, 8.1083, 9.4956], [5.9432, 6.8834, 10.1606], [6.8981, 5.9681, 7.9763], [4.6266, 5.1066, 7.8091], [4.8231, 6.0849, 6.3846], [3.9143, 6.8018, 7.6660], [6.2051, 8.4913, 7.3335], [3.6560, 4.5716, 16.7608], [3.3171, 3.3952, 17.6030], [1.7759, 3.3905, 17.9628], [3.5531, 2.2498, 16.8732], [4.6505, 4.5666, 16.3148], [3.6016, 5.4864, 17.3510], [2.9466, 4.6596, 15.9379], [4.0920, 3.3085, 18.3647], [1.0350, 3.4111, 17.1636], [1.6340, 4.3050, 18.5388], [1.5263, 2.4982, 18.5369], [3.1682, 2.3249, 15.9970], [16.1212, 1.1183, 16.8201], [15.1959, 1.7390, 15.7954], [15.6843, 1.6173, 14.3091], [13.9341, 1.1515, 15.8526], [16.9721, 1.7641, 17.0368], [16.5148, 0.1299, 16.5831], [15.6281, 1.0130, 17.7865], [15.1080, 2.7881, 16.0778], [14.7470, 1.8039, 13.7849], [16.2076, 0.7623, 13.8811], [16.4232, 2.4186, 14.3002], [13.4358, 1.1175, 15.0327], [11.5619, -10.1591, 2.1440], [11.3444, -11.3535, 1.2641], [10.0200, -10.9843, 0.4644], [9.8739, -12.1092, -0.5349], [11.0027, -12.1641, -1.5677], [12.3958, -12.4586, -0.8518], [12.4756, -11.6327, 0.3220], [13.7922, -11.6623, 0.9406], [12.5026, -13.9548, -0.5517], [13.5064, -12.0811, -1.9116], [11.0664, -12.5002, 2.2398], [12.0664, -9.3438, 1.6255], [12.2548, -10.3069, 2.9724], [10.6146, -9.8370, 2.5764], [9.1987, -11.0723, 1.1756], [10.1426, -10.0014, 0.0096], [8.9155, -12.0965, -1.0538], [9.9266, -13.0662, -0.0158], [11.1302, -11.3545, -2.2863], [10.7711, -13.0978, -2.0802], [13.1883, -14.1257, 0.2782], [11.5768, -14.3340, -0.1191], [12.8778, -14.5677, -1.3712], [13.2272, -11.0933, -2.2783], [14.4764, -12.1307, -1.4168], [13.5010, -12.8458, -2.6883], [10.3256, -12.2686, 3.0051], [12.0115, -12.7987, 2.6934], [10.6377, -13.4115, 1.8227], [14.1837, -10.8403, 0.6363], [-7.2440, -2.4741, 10.0461], [-6.4423, -1.4289, 9.1706], [-6.3957, 0.0383, 9.7901], [-5.3773, -0.0089, 10.9022], [-4.0339, -0.4318, 10.3261], [-3.9364, -1.8136, 9.7261], [-5.0550, -1.9382, 8.7700], [-5.0244, -3.1325, 8.0403], [-2.6588, -2.0100, 8.9570], [-3.8599, -2.8463, 10.8958], [-7.1797, -1.1375, 7.8640], [-7.2673, -3.3885, 9.4533], [-8.2724, -2.1941, 10.2742], [-6.7886, -2.6998, 11.0104], [-6.2008, 0.8469, 9.0857], [-7.3077, 0.2099, 10.3619], [-5.8819, -0.5963, 11.6692], [-5.2122, 0.9951, 11.2931], [-3.2280, -0.3712, 11.0574], [-3.7440, 0.2378, 9.5164], [-1.8253, -1.8003, 9.6274], [-2.5058, -3.0218, 8.5814], [-2.5644, -1.2916, 8.1427], [-4.7085, -2.5920, 11.5308], [-3.9972, -3.8993, 10.6499], [-2.9889, -2.7750, 11.5473], [-7.2030, -2.0574, 7.2796], [-6.5874, -0.5944, 7.1275], [-8.0850, -0.5328, 7.9168], [-5.1067, -3.6614, 8.8372], [14.8158, -0.0328, 6.4264], [15.9387, -0.8913, 5.7109], [17.2164, -0.2093, 6.3963], [18.3985, -1.1297, 6.2463], [18.0553, -2.5802, 6.6753], [16.7663, -3.2308, 5.9968], [15.6041, -2.3014, 6.0251], [14.3646, -2.8180, 5.6155], [17.0641, -3.6756, 4.5816], [16.3516, -4.4444, 6.8934], [15.8356, -0.5788, 4.1942], [15.1311, 0.9902, 6.6315], [14.4259, -0.6104, 7.2646], [13.9734, 0.2474, 5.7939], [17.4469, 0.6606, 5.7813], [17.1361, 0.1300, 7.4290], [19.1713, -0.6181, 6.8199], [18.8503, -1.0491, 5.2576], [17.7540, -2.3901, 7.7054], [18.8839, -3.2882, 6.6624], [17.7767, -4.4966, 4.6602], [16.1336, -3.9782, 4.1012], [17.4876, -2.9832, 3.8541], [15.4786, -4.9057, 6.4316], [17.2927, -4.9943, 6.9038], [16.0019, -4.1015, 7.8672], [16.8194, -0.7364, 3.7524], [15.6547, 0.4632, 3.9300], [15.0369, -1.1421, 3.7117], [13.9726, -2.9326, 6.4843], [8.5116, -12.8781, 14.0648], [10.0508, -12.5694, 14.1201], [10.8452, -13.4166, 13.0810], [10.6872, -13.0454, 11.6399], [11.0471, -11.5396, 11.4296], [10.1659, -10.6695, 12.3614], [10.2357, -11.1507, 13.7430], [9.6936, -10.2559, 14.6592], [10.9701, -9.3116, 12.2970], [8.7297, -10.4564, 11.8455], [10.6793, -12.9823, 15.4971], [7.8482, -12.0142, 14.1057], [8.2570, -13.4847, 14.9338], [8.0742, -13.2850, 13.1531], [11.9091, -13.4346, 13.3171], [10.5538, -14.4668, 13.0611], [9.6580, -13.1999, 11.3158], [11.3216, -13.5943, 10.9439], [10.8695, -11.1605, 10.4232], [12.1185, -11.4375, 11.6018], [11.9102, -9.2930, 12.8485], [11.2708, -9.1416, 11.2632], [10.4408, -8.3971, 12.5647], [8.2237, -11.4213, 11.8150], [8.2450, -9.7416, 12.5105], [8.7004, -9.9506, 10.8804], [10.7114, -14.0683, 15.5847], [10.2988, -12.4031, 16.3385], [11.7611, -12.8612, 15.5527], [10.3133, -10.1516, 15.3850]],
  "mulliken_charge": [1.00, -0.67, 0.61, -0.44, 0.93, -0.43, 0.63, -0.72, -0.42, 0.61, -0.60, 0.59, -0.47, -0.63, -1.15, 0.45, -1.39, -0.52, 0.34, 0.30, 0.34, 0.23, 0.35, 0.36, 0.37, 0.34, -1.22, 0.53, -1.16, -0.56, 0.31, 0.33, 0.32, 0.18, 0.31, 0.31, 0.30, 0.34, -1.34, 0.40, -1.15, -0.54, 0.37, 0.36, 0.34, 0.31, 0.32, 0.35, 0.26, 0.33, -1.29, 0.37, -1.15, -0.56, 0.35, 0.35, 0.34, 0.27, 0.31, 0.35, 0.33, 0.34, -1.24, 0.57, -1.14, -0.55, 0.35, 0.31, 0.33, 0.12, 0.34, 0.30, 0.31, 0.30, -1.89, 1.25, -0.94, -0.65, -0.93, 1.23, 0.42, -0.48, -1.74, -1.78, -1.75, 0.45, 0.38, 0.40, 0.46, 0.38, 0.36, 0.24, 0.36, 0.37, 0.36, 0.34, 0.42, 0.43, 0.42, 0.39, 0.44, 0.39, 0.35, 0.33, -1.66, 1.56, -1.06, -0.65, -1.24, 1.42, 0.04, -0.41, -2.00, -1.52, -1.98, 0.40, 0.41, 0.32, 0.39, 0.38, 0.37, 0.32, 0.45, 0.40, 0.40, 0.35, 0.46, 0.38, 0.37, 0.40, 0.40, 0.49, 0.37, 0.41, -1.80, 1.43, -1.19, -0.84, -1.12, 1.32, 0.38, -0.42, -1.66, -1.86, -1.92, 0.43, 0.37, 0.40, 0.41, 0.47, 0.40, 0.39, 0.38, 0.49, 0.44, 0.39, 0.27, 0.44, 0.45, 0.38, 0.38, 0.47, 0.38, 0.36, -1.79, 1.71, -1.22, -0.85, -1.23, 1.31, 0.24, -0.48, -1.80, -1.62, -1.87, 0.38, 0.43, 0.33, 0.43, 0.42, 0.31, 0.40, 0.53, 0.41, 0.44, 0.43, 0.33, 0.31, 0.39, 0.40, 0.44, 0.43, 0.45, 0.34]
}